Entry 1:
Below is an isolated molecule of C3H2N2OS2 at a distorted geometry, with properties calculated with ωB97M-V/def2-TZVPD.

```
10
C3H2N2OS2 (ωB97M-V/def2-TZVPD)
S 2.0566 -0.7347 -1.7420
C 1.3326 0.3035 -0.7115
N 0.2276 0.0142 0.0488
C -0.4912 -1.1656 0.0042
N -1.5405 -1.2058 0.6810
O -1.6773 0.1209 1.1876
C -0.6301 0.8489 0.7304
S -0.5940 2.4488 1.0724
H 1.5927 1.3518 -0.4905
H -0.2764 -1.9820 -0.7804
```

**Structure (SMILES)**: S=Cn1cnoc1=S
**Frontier orbital gap**: 0.2950 hartree
**Energy relative to the best compared isomer or geometry (same formula, charge and spin)**: 1.583 eV

Per-atom Mulliken charges, elementary charge units: -0.265, 0.084, 0.091, 0.004, -0.281, -0.160, 0.272, -0.330, 0.274, 0.310

Entry 2:
Below is an isolated molecule of C3H2N2S2 at a distorted geometry, with properties calculated with ωB97M-V/def2-TZVPD.

```
9
C3H2N2S2 (ωB97M-V/def2-TZVPD)
H 0.6269 2.5317 0.5356
N 0.3296 1.7601 -0.0447
C 0.9154 0.6836 0.0269
S 2.0714 -0.3584 0.8341
N 0.8426 -0.5390 -0.5497
C -0.3483 -1.2465 -0.4707
C -1.4328 -0.6660 -0.0056
S -2.6773 0.0941 0.5151
H -0.3275 -2.2596 -0.8411
```

**Structure (SMILES)**: [H]/N=C1\SN1C=C=S
**Frontier orbital gap**: 0.2806 hartree
**Energy relative to the best compared isomer or geometry (same formula, charge and spin)**: 2.715 eV

Per-atom Mulliken charges, elementary charge units: 0.255, -0.516, 0.502, -0.143, -0.256, 0.012, 0.072, -0.298, 0.372

Entry 3:
Below is a 2-piece molecular cluster, C3H2N3O2 overall at a distorted geometry, with properties calculated with ωB97M-V/def2-TZVPD.

```
10
C3H2N3O2 (ωB97M-V/def2-TZVPD)
C -0.7639 0.2093 -0.5300
C -0.6918 0.4396 -1.9431
C 0.6602 -0.6976 2.7984
N 0.5149 0.0857 -0.1304
N 0.6063 0.4008 -2.2749
N 1.3073 0.2966 -1.1676
O -0.0768 -1.5644 2.6147
O 1.3843 0.1340 3.0909
H -1.4818 -0.0545 0.2413
H -1.4587 0.7505 -2.6994
```

**Net charge**: -1
**Frontier orbital gap**: 0.2636 hartree
**Energy relative to the best compared isomer or geometry (same formula, charge and spin)**: 0.973 eV

Per-atom Mulliken charges, elementary charge units: -0.248, -0.431, 0.730, 0.031, -0.286, -0.662, -0.395, -0.366, 0.326, 0.301

Entry 4:
Below is an isolated ion of composition C3H2N3O2 and charge +1 at a distorted geometry, with properties calculated with ωB97M-V/def2-TZVPD.

```
10
C3H2N3O2 (ωB97M-V/def2-TZVPD)
C 1.0483 -0.5652 0.1806
C 1.1545 0.7528 -0.0967
C -0.9920 -2.0130 0.0524
N -0.1807 -1.1530 0.0934
N 0.0817 1.5972 -0.1749
N -1.0733 1.7394 -0.0558
O -1.9354 -2.6016 -0.1282
O -2.1251 2.0486 0.1474
H 1.8932 -1.2182 0.1703
H 2.1288 1.4130 -0.1884
```

**Net charge**: +1
**<S²>**: 2.0155
**Frontier orbital gap (spin up / spin down)**: 0.2522 / 0.2891 hartree
**Spin multiplicity**: 3
**Energy relative to the best compared isomer or geometry (same formula, charge and spin)**: 0.901 eV

Per-atom Mulliken charges, elementary charge units: -0.041, -0.015, 0.443, -0.217, 0.061, 0.582, -0.221, -0.379, 0.428, 0.358

Entry 5:
Below is an isolated molecule of C3H2N4O at a distorted geometry, with properties calculated with ωB97M-V/def2-TZVPD.

```
10
C3H2N4O (ωB97M-V/def2-TZVPD)
C -1.9124 0.0269 -0.0640
N -1.3248 -1.1059 -0.0249
C 0.0464 -0.6803 -0.0765
N 1.2246 -1.1791 -0.0947
N 2.0802 -0.1131 -0.1361
O 1.3142 1.1284 -0.0738
C 0.0518 0.7136 -0.1002
N -1.1281 1.2441 -0.0388
H -3.0351 0.0092 -0.0679
H 2.6833 -0.0439 0.6769
```

**Structure (SMILES)**: c1nc2n[nH]oc-2n1
**Frontier orbital gap**: 0.3504 hartree
**Energy relative to the best compared isomer or geometry (same formula, charge and spin)**: 1.670 eV

Per-atom Mulliken charges, elementary charge units: -0.055, -0.509, 0.637, -0.419, -0.059, -0.262, 0.672, -0.648, 0.354, 0.288

Entry 6:
Below is an isolated molecule of C3H2N4O at a distorted geometry, with properties calculated with ωB97M-V/def2-TZVPD.

```
10
C3H2N4O (ωB97M-V/def2-TZVPD)
C -1.8247 -0.1950 -0.0545
N -1.3288 0.9915 0.0542
C 0.0746 0.5815 -0.0070
N 1.3550 0.9258 0.0353
N 2.1439 -0.2993 -0.0889
N 1.4550 -1.2698 0.0540
C 0.1948 -0.8303 0.1230
O -1.0235 -1.3779 -0.0197
H -2.8428 -0.2854 -0.0623
H 1.7963 1.7590 -0.0341
```

**Structure (SMILES)**: c1nc2[nH]nnc2o1
**Frontier orbital gap**: 0.3625 hartree
**Energy relative to the best compared isomer or geometry (same formula, charge and spin)**: 1.440 eV

Per-atom Mulliken charges, elementary charge units: -0.072, -0.462, 0.415, 0.093, -0.463, -0.226, 0.388, -0.333, 0.490, 0.171

Entry 7:
Below is an isolated molecule of C3H2N4O at a distorted geometry, with properties calculated with ωB97M-V/def2-TZVPD.

```
10
C3H2N4O (ωB97M-V/def2-TZVPD)
C -0.8973 -0.8439 -2.6670
C -0.6306 -0.3676 -1.6057
C -0.3763 0.2871 -0.3252
N -0.3938 1.5445 0.0684
N 0.1901 1.5927 1.2826
N 0.7148 0.4065 1.5495
N 0.3003 -0.4249 0.5891
O 0.7781 -1.6834 0.6229
H -1.3190 -1.2128 -3.5899
H 0.8399 -1.6046 1.7654
```

**Structure (SMILES)**: C#Cc1nnnn1O
**Frontier orbital gap**: 0.3951 hartree
**Energy relative to the best compared isomer or geometry (same formula, charge and spin)**: 4.184 eV

Per-atom Mulliken charges, elementary charge units: 0.495, -0.706, 0.138, -0.280, -0.330, -0.410, 0.675, -0.485, 0.431, 0.472

Entry 8:
Below is an isolated molecule of C3H2N4O at a distorted geometry, with properties calculated with ωB97M-V/def2-TZVPD.

```
10
C3H2N4O (ωB97M-V/def2-TZVPD)
O 1.4996 -0.3215 1.4461
C 0.6812 -0.1284 0.6072
C 0.8449 0.8571 -0.6030
N 0.0134 1.4390 -1.4727
N -1.3206 0.7088 -1.1541
N -0.9258 -0.5039 -1.0870
N -1.3490 -1.2559 0.0592
C -0.6321 -0.9364 0.9297
H 1.8567 1.1365 -0.7567
H -0.6682 -0.9952 2.0312
```

**Structure (SMILES)**: O=c1cnnnnc1
**Frontier orbital gap**: 0.3147 hartree
**Energy relative to the best compared isomer or geometry (same formula, charge and spin)**: 4.984 eV

Per-atom Mulliken charges, elementary charge units: -0.429, 0.401, 0.006, -0.297, -0.175, -0.010, -0.299, 0.032, 0.415, 0.356

Entry 9:
Below is an isolated molecule of C3H2N4S at a distorted geometry, with properties calculated with ωB97M-V/def2-TZVPD.

```
10
C3H2N4S (ωB97M-V/def2-TZVPD)
S -2.6340 -0.3520 -0.4701
C -1.3841 -0.1489 0.4967
N -0.6988 1.1164 0.7950
C 0.5289 1.0288 0.2157
C 1.0678 0.0648 -0.6274
N 0.8882 -1.2202 -0.7180
N 0.3097 -1.7020 0.5640
N -0.6855 -1.2595 1.0881
H 0.9423 2.0206 0.1113
H 1.6653 0.4521 -1.4554
```

**Structure (SMILES)**: S=c1nccnnn1
**Frontier orbital gap**: 0.2824 hartree
**Energy relative to the best compared isomer or geometry (same formula, charge and spin)**: 2.981 eV

Per-atom Mulliken charges, elementary charge units: -0.249, 0.334, -0.339, -0.089, 0.098, -0.272, -0.059, -0.108, 0.333, 0.350

Entry 10:
Below is a 2-piece molecular cluster, C3H2NO2S overall at a distorted geometry, with properties calculated with ωB97M-V/def2-TZVPD.

```
9
C3H2NO2S (ωB97M-V/def2-TZVPD)
C 0.4956 0.3641 -1.5258
C -0.2460 0.2066 -0.3187
C 0.5050 -2.6388 1.5260
N 1.2282 0.3300 -2.4241
O 1.0588 -2.1018 2.3570
O -1.1122 2.7749 0.1794
S -1.6838 1.4607 -0.2974
H -0.6378 -0.7273 0.0015
H 0.3923 0.3317 0.5020
```

**Net charge**: -1
**Frontier orbital gap**: 0.1946 hartree
**Energy relative to the best compared isomer or geometry (same formula, charge and spin)**: 2.297 eV

Per-atom Mulliken charges, elementary charge units: 0.391, -0.564, 0.128, -0.492, -0.136, -0.644, -0.076, 0.178, 0.214

Entry 11:
Below is C3H2NO2S2 as an isolated structure at a distorted geometry, with properties calculated with ωB97M-V/def2-TZVPD.

```
10
C3H2NO2S2 (ωB97M-V/def2-TZVPD)
C -0.6332 0.2621 -0.0520
C -0.0761 -0.9404 -0.0952
C -2.8739 1.2732 -0.0375
N -1.9479 0.2867 -0.2728
O -3.9819 0.5601 0.1150
O -2.6086 2.4553 -0.1134
S -1.1478 -2.3720 -0.1133
S -3.0561 -1.1330 0.1050
H -0.0260 1.0962 0.1755
H 0.8532 -1.2354 0.1866
```

**Net charge**: -1
**Frontier orbital gap**: 0.2419 hartree
**Energy relative to the best compared isomer or geometry (same formula, charge and spin)**: 0.591 eV

Per-atom Mulliken charges, elementary charge units: 0.008, -0.586, 0.672, -0.233, -0.577, -0.668, -0.380, 0.006, 0.391, 0.366

Entry 12:
Below is C3H2NO3 as an isolated structure at a distorted geometry, with properties calculated with ωB97M-V/def2-TZVPD.

```
9
C3H2NO3 (ωB97M-V/def2-TZVPD)
C 1.3189 0.5069 0.0674
C -1.6505 0.0726 -0.0949
C 0.0940 -0.0352 0.6738
N 1.0326 -0.7776 -0.3407
O -1.5435 0.2011 -1.2704
O 2.1119 1.3539 -0.1581
O -2.4277 -0.0890 0.7884
H 0.1722 -0.5597 1.6919
H 0.8920 -0.6730 -1.3573
```

**Net charge**: -1
**Frontier orbital gap**: 0.3013 hartree
**Energy relative to the best compared isomer or geometry (same formula, charge and spin)**: 2.171 eV

Per-atom Mulliken charges, elementary charge units: 0.305, 0.612, -0.107, -0.545, -0.589, -0.553, -0.579, 0.183, 0.273

> Among the records above, which one has the highest energy relative to the best compared isomer or geometry (same formula, charge and spin)?

number 8

> Number 11 is which compound?

C3H2NO2S2

> The lowest energy relative to the best compared isomer or geometry (same formula, charge and spin) belongs to which entry?

C3H2NO2S2

> What is the energy relative to the best compared isomer or geometry (same formula, charge and spin) in the fourth record?

0.901 eV